(1)
DFT (ωB97M-V/def2-TZVPD) results for a molecular structure, C52H49BrN7O5S3Sm at a distorted geometry.

## Properties
- LUMO level (alpha / beta): -1.1 / -1.1 eV
- HOMO (alpha / beta): -6.50 / -6.51 eV
- E_tot: -7197.257392 Ha
- Multiplicity: 6
- Expectation value of S²: 8.759
- Orbital gap (alpha / beta): 5.4 / 5.4 eV
- Energy relative to the best compared isomer or geometry (same formula, charge and spin): 0.627 eV

XYZ file:
```
118
C52H49BrN7O5S3Sm | OMol25 | ωB97M-V/def2-TZVPD
Sm -0.263 -0.285 -0.179
S -3.785 -2.308 1.768
C -2.641 -1.144 1.566
S -1.105 -1.176 2.378
S -2.915 0.245 0.526
C 3.149 -0.019 1.769
O 1.840 0.531 1.714
C 1.468 1.256 2.820
C 2.251 1.377 3.953
C 1.792 2.164 5.003
Br 2.881 2.324 6.546
C 0.587 2.816 4.944
C -0.217 2.684 3.804
C 0.234 1.908 2.745
O -0.502 1.767 1.594
C -1.499 3.401 3.800
N -1.814 4.278 4.720
C -3.068 4.734 4.391
C -3.872 5.684 5.021
C -5.105 5.953 4.463
C -5.544 5.297 3.304
C -4.763 4.356 2.663
C -3.519 4.089 3.224
N -2.493 3.251 2.866
H 3.884 0.752 2.007
H 3.365 -0.418 0.789
H 3.204 -0.825 2.505
H 3.198 0.870 4.050
H 0.228 3.430 5.755
H -1.324 1.246 1.797
H -3.525 6.183 5.916
H -5.754 6.686 4.926
H -6.523 5.533 2.906
H -5.107 3.849 1.770
H -2.502 2.605 2.094
C 5.803 -1.151 -4.518
C 5.012 0.154 -4.394
C 6.006 1.306 -4.183
C 4.217 0.381 -5.691
C 4.011 0.112 -3.251
C 3.349 1.270 -2.842
C 2.394 1.188 -1.852
N 2.043 0.051 -1.249
C 2.710 -1.069 -1.585
C 3.683 -1.058 -2.581
C 2.423 -2.274 -0.770
C 3.192 -3.431 -0.856
C 2.973 -4.494 0.009
C 1.934 -4.347 0.925
C 1.193 -3.182 0.941
N 1.441 -2.149 0.134
C 3.817 -5.760 0.001
C 4.925 -5.709 -1.053
C 2.903 -6.959 -0.294
C 4.467 -5.919 1.385
H 6.521 -1.059 -5.333
H 5.152 -1.997 -4.746
H 6.355 -1.366 -3.601
H 6.781 1.267 -4.949
H 6.485 1.228 -3.205
H 5.521 2.280 -4.248
H 4.891 0.402 -6.549
H 3.673 1.326 -5.655
H 3.494 -0.423 -5.840
H 3.563 2.230 -3.290
H 1.881 2.079 -1.507
H 4.187 -1.977 -2.830
H 3.976 -3.491 -1.593
H 1.685 -5.129 1.628
H 0.371 -3.054 1.636
H 4.513 -5.624 -2.061
H 5.510 -6.627 -1.012
H 5.603 -4.872 -0.873
H 2.407 -6.833 -1.258
H 2.133 -7.068 0.470
H 3.489 -7.879 -0.321
H 5.090 -5.051 1.614
H 5.094 -6.811 1.406
H 3.717 -6.015 2.170
O -0.963 -4.889 -1.656
C -1.602 -4.398 -2.743
C -2.089 -5.303 -3.681
C -2.804 -4.853 -4.775
C -3.020 -3.493 -4.970
C -2.486 -2.586 -4.077
C -1.775 -3.021 -2.963
C -1.196 -2.044 -2.008
O -0.779 -0.918 -2.399
O -1.074 -2.375 -0.787
H -0.952 -4.179 -0.986
H -1.920 -6.359 -3.511
H -3.213 -5.574 -5.471
H -3.602 -3.150 -5.815
H -2.614 -1.520 -4.219
N -2.122 4.961 -5.666
C -2.958 5.871 -6.266
C -2.884 6.574 -7.463
C -3.938 7.415 -7.754
C -5.029 7.552 -6.882
C -5.096 6.861 -5.691
C -4.040 6.007 -5.373
N -3.839 5.209 -4.270
C -2.702 4.605 -4.471
C -2.087 3.662 -3.543
C -1.062 2.795 -3.918
C -0.513 1.949 -2.974
N -0.888 1.921 -1.692
C -1.884 2.742 -1.344
C -2.513 3.604 -2.220
H -1.228 4.664 -6.011
H -2.037 6.471 -8.130
H -3.926 7.984 -8.674
H -5.832 8.225 -7.154
H -5.938 6.966 -5.019
H -0.704 2.742 -4.938
H 0.250 1.243 -3.271
H -2.193 2.710 -0.308
H -3.325 4.235 -1.887
```



(2)
DFT (ωB97M-V/def2-TZVPD) results for a molecular structure, C52H50BBrN7O2P2PbS2 at a distorted geometry.

## Properties
- LUMO level (alpha / beta): 1.4 / 1.4 eV
- HOMO (alpha / beta): -3.28 / -3.27 eV
- E_tot: -6815.625686 Ha
- Multiplicity: 1
- Total charge: -1
- Orbital gap (alpha / beta): 4.7 / 4.7 eV

XYZ file:
```
118
C52H50BBrN7O2P2PbS2 | OMol25 | ωB97M-V/def2-TZVPD
Pb 11.833 12.284 10.809
C 12.296 15.490 13.086
P 13.722 14.667 12.192
C 14.447 16.268 11.422
C 13.810 16.653 10.182
C 14.281 17.809 9.419
C 15.044 18.697 10.179
C 15.423 18.472 11.492
C 15.215 17.263 12.116
C 15.177 14.404 13.294
C 15.438 14.331 14.754
C 16.479 13.596 15.257
C 17.609 13.613 14.364
C 17.527 13.956 13.070
C 16.328 14.290 12.565
C 11.258 15.550 12.023
C 10.210 16.555 11.881
C 9.381 16.123 10.854
C 9.881 14.765 10.445
C 8.669 13.931 10.025
P 8.872 12.978 8.247
C 8.435 11.412 7.518
C 8.181 11.581 6.053
C 7.878 10.500 5.210
C 7.338 9.401 5.867
C 7.490 9.223 7.282
C 8.180 10.146 8.044
C 9.167 14.255 7.063
C 8.007 14.830 6.515
C 8.203 15.769 5.539
C 9.463 16.307 5.295
C 10.636 15.685 5.853
C 10.490 14.639 6.735
N 11.011 14.449 11.233
H 12.469 16.512 13.449
H 11.969 14.826 13.905
H 13.272 15.818 9.647
H 14.117 17.745 8.355
H 15.392 19.688 9.795
H 15.958 19.240 12.099
H 15.710 17.066 13.086
H 14.587 14.567 15.409
H 16.482 13.058 16.215
H 18.594 13.218 14.656
H 18.362 13.956 12.387
H 16.299 14.374 11.475
H 10.158 17.468 12.494
H 8.484 16.641 10.493
H 7.846 14.618 9.773
H 8.302 13.234 10.808
H 8.914 12.319 5.554
H 8.020 10.644 4.142
H 7.038 8.512 5.333
H 7.346 8.215 7.698
H 8.550 9.671 8.935
H 6.999 14.503 6.808
H 7.340 16.151 4.988
H 9.556 17.161 4.605
H 11.618 15.922 5.455
H 11.361 14.061 6.948
C 16.870 7.074 13.691
N 15.484 6.876 13.420
C 14.856 5.683 12.970
C 13.557 6.049 12.570
N 13.415 7.387 12.921
B 11.957 8.249 13.166
N 11.517 9.095 14.463
C 12.473 9.500 15.359
C 11.789 9.759 16.544
N 10.433 9.675 16.281
C 9.441 9.626 17.422
C 10.253 9.327 14.917
S 8.757 8.962 14.237
C 14.879 7.984 12.972
S 15.564 9.608 12.784
H 16.952 7.105 14.845
H 17.089 8.206 13.312
H 17.625 6.297 13.351
H 15.303 4.747 13.186
H 12.882 5.324 12.083
H 11.112 7.402 13.175
H 11.978 8.929 12.157
H 13.530 9.580 15.016
H 12.040 9.979 17.568
H 9.848 10.166 18.391
H 9.372 8.538 17.684
H 8.470 9.964 17.084
C 12.451 8.274 8.025
O 13.660 7.645 8.714
C 14.824 7.874 7.985
C 15.066 7.015 6.903
C 15.628 7.515 5.734
Br 15.208 6.639 4.118
C 16.178 8.835 5.597
C 15.919 9.613 6.640
C 15.205 9.260 7.772
O 15.145 10.231 8.726
C 16.643 10.911 6.617
N 17.283 11.350 5.455
C 17.950 12.433 5.937
C 19.103 12.963 5.427
C 19.949 13.562 6.326
C 19.522 14.073 7.561
C 18.158 13.923 7.969
C 17.523 12.874 7.193
N 16.377 11.997 7.550
H 12.963 8.746 7.117
H 12.374 9.241 8.583
H 11.616 7.575 7.817
H 14.792 5.934 7.008
H 16.913 9.097 4.834
H 15.247 9.879 9.682
H 19.386 12.947 4.383
H 20.966 13.635 5.993
H 20.273 14.679 8.085
H 17.753 14.646 8.703
H 16.243 11.549 8.515
H 10.785 12.734 8.697
```